17 unconnected molecules or ions with the total composition C44H112N10O17S7 in a non-equilibrium geometry. Source: OMol25; level of theory: ωB97M-V/def2-TZVPD.

Structure (XYZ):
```
190
Properties=species:S:1:pos:R:3
C 14.6173 13.5285 15.8517
S 13.3589 14.6729 15.4743
O 12.8970 14.3506 14.0870
C 12.0289 14.1377 16.4942
H 15.3614 13.8080 15.0936
H 14.3002 12.5347 15.4389
H 14.8150 13.5543 16.8971
H 12.0223 14.5141 17.5558
H 11.7878 13.0980 16.3923
H 11.1735 14.5873 15.9748
C 21.8041 22.2475 13.9975
S 22.7803 20.6782 13.9131
O 21.9386 19.6012 14.4279
C 22.6324 20.4877 12.1760
H 21.7798 22.5988 14.9958
H 20.8538 21.9402 13.5368
H 22.3192 22.9075 13.3443
H 23.1136 21.2969 11.6166
H 21.6418 20.5307 11.9507
H 22.9705 19.4775 11.9566
C 21.3769 8.2958 10.3933
S 20.5637 6.8616 11.0863
O 21.3025 5.6389 10.5968
C 21.1255 7.0698 12.7630
H 22.4505 8.1919 10.5259
H 21.0548 9.1877 10.8679
H 21.2458 8.2281 9.3043
H 20.7235 7.9432 13.2823
H 22.2344 7.0956 12.6728
H 20.8418 6.1701 13.2954
C 19.7800 13.4898 9.4230
S 20.3064 13.1685 11.0735
O 20.2638 11.6982 11.3252
C 22.0032 13.7351 10.9958
H 19.8686 14.5693 9.2668
H 18.7684 13.1372 9.3679
H 20.3799 12.9726 8.6751
H 22.4982 13.5653 12.0186
H 22.0686 14.7782 10.7964
H 22.5993 13.2070 10.2026
C 17.9053 10.8827 16.7709
S 18.5529 10.3672 15.2317
O 17.7556 9.1455 14.9662
C 18.0630 11.7881 14.3668
H 16.8219 11.0492 16.6540
H 18.4618 11.7817 17.0865
H 17.9839 10.2110 17.6373
H 18.3450 11.7308 13.3194
H 18.7284 12.5877 14.7356
H 16.9674 12.0105 14.4770
C 22.9088 16.4885 19.2377
S 23.9464 16.4325 17.6970
O 23.7389 15.1587 16.9818
C 22.9971 17.5483 16.7538
H 23.0870 17.4097 19.7219
H 23.3328 15.6235 19.7942
H 21.8435 16.3139 19.0356
H 22.8301 18.5727 17.1931
H 22.1358 16.9733 16.5588
H 23.5064 17.8187 15.8712
C 17.0348 14.8600 12.5995
S 17.4269 15.2104 14.3374
O 16.4027 16.1908 14.7890
C 19.0263 16.1448 13.9839
H 17.7198 14.1723 12.0578
H 16.9612 15.8221 12.0540
H 16.0167 14.4324 12.4749
H 18.7165 17.0868 13.5054
H 19.6630 15.4126 13.5321
H 19.3219 16.4278 14.9699
C 24.0964 16.9942 11.7559
O 24.1059 17.3155 10.5568
N 24.5947 15.7541 12.1053
C 24.4818 15.2519 13.4666
C 25.3425 14.9443 11.1994
H 23.7216 17.6451 12.5447
H 23.7260 15.8024 14.0005
H 25.4262 15.4099 13.9912
H 24.2518 14.1804 13.3511
H 24.7469 14.0101 10.8854
H 25.5557 15.4642 10.2687
H 26.2705 14.6199 11.6887
C 19.1529 18.0914 18.3395
O 20.3157 17.8234 18.5934
N 18.7694 18.4554 17.0454
C 17.5125 19.0833 16.8007
C 19.8701 19.0648 16.1962
H 18.2871 18.1727 19.0818
H 17.5823 20.0808 16.5309
H 16.9043 19.0527 17.7274
H 16.9649 18.5749 15.9946
H 20.3910 19.8378 16.7331
H 20.6285 18.3142 15.9339
H 19.4681 19.5354 15.2832
C 21.0677 13.8675 15.9793
O 21.1389 13.8129 14.7618
N 21.4311 12.9179 16.8888
C 22.0953 11.7079 16.4041
C 21.2590 13.1098 18.3027
H 20.5721 14.7579 16.5063
H 22.3633 11.8109 15.3640
H 21.5597 10.7273 16.5768
H 23.0870 11.6366 16.8980
H 22.1240 13.1253 18.9551
H 20.7202 14.0288 18.4771
H 20.6032 12.3545 18.7046
C 16.6357 13.1645 19.4789
O 17.5204 12.2992 19.4130
N 16.6524 14.3865 18.9213
C 15.6264 15.3772 19.0870
C 17.7958 14.5530 17.9800
H 15.5973 12.8708 19.8816
H 15.2954 15.7203 18.1294
H 16.0329 16.1933 19.7032
H 14.8261 14.8259 19.6372
H 18.1735 13.5325 17.7828
H 17.3392 15.1168 17.1525
H 18.6422 15.0003 18.4441
C 15.4594 19.1050 11.0096
O 15.9197 18.0291 11.1971
N 15.6577 20.2507 11.6884
C 14.7768 21.4108 11.5017
C 16.6816 20.3645 12.6639
H 14.6897 19.2913 10.2262
H 13.9230 21.1830 10.8725
H 15.3067 22.3108 11.0040
H 14.3763 21.7105 12.4615
H 17.6940 20.1877 12.1995
H 16.7314 21.3298 13.0630
H 16.5924 19.7147 13.5145
C 12.1530 10.9513 14.5735
O 12.5008 10.9164 15.7664
N 10.8981 11.2328 14.1821
C 10.5917 11.4226 12.7977
C 9.8494 11.2721 15.1631
H 12.8798 10.7742 13.7417
H 9.6250 10.9390 12.5022
H 11.2882 10.9299 12.1399
H 10.4600 12.4833 12.5665
H 10.2004 10.9131 16.1144
H 9.5409 12.3068 15.4267
H 8.9456 10.8353 14.7139
C 13.9843 17.9938 17.0091
O 13.7138 17.9981 18.2001
N 13.2645 18.3935 15.8858
C 13.6919 17.9687 14.6239
C 11.9162 18.7477 16.0691
H 14.9621 17.5839 16.6707
H 13.7258 18.7887 13.9042
H 13.0909 17.1469 14.1671
H 14.7053 17.6145 14.6009
H 11.4246 19.3403 15.2640
H 11.2012 17.8649 16.1221
H 11.8878 19.2580 17.0299
C 17.5368 10.9461 11.1067
O 17.4662 12.0926 10.7579
N 16.5131 10.1547 11.2748
C 16.6447 8.8615 11.9260
C 15.1937 10.6987 11.4304
H 18.5014 10.3751 11.2252
H 16.3709 8.8245 13.0096
H 17.6893 8.5043 11.8334
H 16.0820 8.1032 11.4304
H 14.4521 10.1659 10.8106
H 14.9372 10.6616 12.4989
H 15.1854 11.7925 11.1757
C 17.0161 16.3615 8.6586
O 17.8041 16.7424 7.7331
N 15.6769 16.3778 8.4405
C 14.7281 15.8618 9.3609
C 15.1324 16.7209 7.1239
H 17.3862 16.0021 9.5985
H 13.7777 16.3887 9.1693
H 15.0190 16.0993 10.3929
H 14.5541 14.8411 9.1878
H 15.7602 16.3978 6.3408
H 14.1122 16.3936 6.9506
H 15.1543 17.8139 6.9896
C 19.8819 19.6212 9.0374
O 19.3092 20.2488 9.9627
N 20.2541 18.3328 9.1149
C 20.9440 17.6854 7.9906
C 19.9795 17.5313 10.3156
H 20.2283 20.1013 8.1286
H 20.5004 18.1033 7.0308
H 20.6730 16.6066 8.0444
H 22.0339 17.8442 8.0092
H 20.9357 17.2166 10.6122
H 19.6521 18.0939 11.1557
H 19.3475 16.6126 10.1444
```

The net charge is 0. For the largest force on an atom, the calculation gives 4.60 eV/A. The spin multiplicity is 1. As for the electronic energy: -6357.332213 hartree.

---

10 unconnected molecules or ions with the total composition C30H65IN2O15S6 in a non-equilibrium geometry. Source: OMol25; level of theory: ωB97M-V/def2-TZVPD.

Structure (XYZ):
```
119
Properties=species:S:1:pos:R:3
C -4.1544 1.5258 -3.7734
C -3.2497 1.5523 -5.0318
O -3.6269 1.0203 -6.0466
N -2.0471 2.4254 -4.8334
H -2.4292 3.4755 -4.8092
H -1.7231 2.6187 -3.9280
C -0.9874 2.4963 -5.9204
H -4.9966 2.0851 -4.0053
H -3.6128 1.7466 -2.9675
H -4.3505 0.4805 -3.5850
H -0.1018 2.7968 -5.3725
H -1.2598 3.1566 -6.6871
H -0.7130 1.4801 -6.3341
C -0.5055 -0.6661 1.0362
C -0.0589 0.1769 -0.1533
O 1.1065 0.4948 -0.3653
N -1.0474 0.4523 -1.2775
H -2.0685 0.2084 -0.9490
H -1.0261 1.2769 -1.3316
C -1.0986 -0.3791 -2.4481
H -1.5882 -0.8555 0.8929
H -0.3659 -0.0145 1.8497
H 0.1319 -1.4623 1.0640
H -0.2697 -0.3137 -3.0749
H -1.7316 -0.0925 -3.0992
H -1.4219 -1.3990 -2.0784
I -4.5964 0.4344 -0.0428
O -1.0633 2.8656 -2.4716
H -0.1656 2.9323 -2.4022
C -1.0275 -4.0281 3.7250
C -0.9132 -5.1080 2.6253
C 0.4350 -4.9681 2.2521
S 1.3733 -4.8047 3.7466
O 2.2439 -3.6001 3.7539
O 1.8177 -6.1729 4.1603
C -0.0002 -4.3860 4.7631
H -1.9903 -4.2179 4.1514
H -0.9900 -3.0477 3.3221
H -1.3387 -4.9648 1.8041
H -1.2326 -6.0705 2.8726
H 0.6246 -3.8908 1.8732
H 0.6659 -5.8062 1.6536
H -0.0419 -3.7095 5.5347
H -0.4496 -5.1805 5.2121
C -3.0351 -0.9321 6.3257
C -4.1618 -0.5597 5.3327
C -3.5218 -0.0606 4.2771
S -2.2350 1.0522 4.8838
O -2.7586 2.3472 5.1441
O -0.9579 0.8164 4.1789
C -2.1054 0.2075 6.4225
H -2.6176 -1.8813 5.9741
H -3.6156 -1.1504 7.2714
H -4.8684 0.1872 5.5245
H -4.7510 -1.4431 5.1778
H -4.1710 0.4696 3.5367
H -3.0719 -0.9090 3.7622
H -2.6413 1.0006 6.8663
H -1.0861 -0.0188 6.5089
C 3.5812 1.4974 -2.4761
C 4.7762 0.8069 -3.2179
C 4.3082 0.0404 -4.3595
S 3.0629 1.1303 -5.0120
O 2.0373 0.3988 -5.6941
O 3.7255 2.2297 -5.6009
C 2.3958 1.6968 -3.4846
H 3.8959 2.3565 -1.8419
H 3.1249 0.8560 -1.7966
H 5.2626 0.3895 -2.3772
H 5.5348 1.4172 -3.7266
H 3.8872 -0.8721 -4.2219
H 5.0244 0.1384 -5.1010
H 1.5329 1.3177 -3.1259
H 2.2577 2.6651 -3.7477
C -0.6557 -4.6388 -5.3271
C -1.9167 -4.2560 -4.4098
C -2.6455 -3.2393 -4.9982
S -1.6029 -2.3324 -5.9732
O -1.2164 -1.1156 -5.2509
O -2.0783 -2.2370 -7.3585
C -0.1550 -3.4239 -6.1941
H -0.9106 -5.3083 -6.0390
H 0.2350 -5.0234 -4.6059
H -1.6052 -3.7545 -3.3148
H -2.3075 -5.1029 -3.9393
H -3.0964 -2.5061 -4.3093
H -3.1304 -3.6556 -5.9349
H 0.7775 -2.8923 -5.7492
H -0.2394 -3.4232 -7.1225
C 3.9507 0.8420 2.1558
C 2.6673 0.0235 2.8190
C 3.0889 -0.2402 4.1529
S 4.4224 0.7713 4.6579
O 5.6550 0.1294 4.5885
O 4.2074 1.4762 5.9104
C 4.3336 1.7759 3.2578
H 3.3051 1.3593 1.4304
H 4.8546 0.4112 1.7309
H 2.5007 -0.8586 2.2453
H 1.9257 0.7381 2.6973
H 3.1566 -1.3110 4.4857
H 2.2399 -0.0747 4.8516
H 5.3435 2.3608 3.0806
H 3.6706 2.5728 3.5617
C 0.1750 3.3655 2.3999
C 0.6799 3.7714 1.0984
C 1.3988 4.9809 1.2359
S 0.5197 5.7897 2.5393
O -0.2017 6.8498 1.9909
O 1.5137 6.0083 3.6580
C -0.5950 4.5431 2.9009
H 0.8637 2.9989 3.1455
H -0.6680 2.5693 2.2130
H 0.0518 3.8132 0.2053
H 1.4108 3.1005 0.7652
H 1.0682 5.6644 0.5558
H 2.3594 4.6587 1.4327
H -1.4749 4.6662 2.3123
H -0.8399 4.3955 3.7401
```

The net charge is 0. For the largest force on an atom, the calculation gives 16.64 eV/A. The spin multiplicity is 1. As for the energy above the lowest of the compared OMol25 structures with the same formula, charge and spin: 55.2 kcal per mole.

---

2 unconnected molecules or ions with the total composition C6H15NO in a non-equilibrium geometry. Source: OMol25; level of theory: ωB97M-V/def2-TZVPD.

Structure (XYZ):
```
23
Properties=species:S:1:pos:R:3
C 1.3725 0.0345 0.9782
C 1.0730 0.6770 2.3863
C 0.9187 -1.3568 0.9036
O 0.1402 -1.6348 0.0779
N 1.5247 -2.4051 1.7637
H 0.8634 0.6450 0.1840
H 2.4330 0.3262 0.6195
H 0.0045 0.6723 2.4239
H 1.7322 1.6009 2.5117
H 1.3995 -3.2766 1.4861
H 2.4109 -2.2179 2.1600
H 1.4468 0.1337 3.3009
C -1.7365 0.2631 -1.3657
C -1.1899 1.5689 -0.8301
C -1.3106 -0.0916 -2.8443
H -2.8137 0.3700 -1.4362
H -1.4529 -0.6503 -0.7851
H -2.0508 2.0613 -0.3387
H -0.6708 1.4764 0.0424
H -0.8293 0.8181 -3.4716
H -0.7704 2.2664 -1.5354
H -2.1546 -0.5415 -3.2898
H -0.3400 -0.7390 -2.9414
```

The net charge is 0. For the largest force on an atom, the calculation gives 6.97 eV/A. The spin multiplicity is 1. As for the structure (SMILES): CCC(N)=O.CCC. As for the energy above the lowest of the compared OMol25 structures with the same formula, charge and spin: 63.2 kcal per mole.

---

> Number 2 is which compound?

C30H65IN2O15S6